Molecular formula: C32H84F3Mn2N7O11S
Method: DFT, wB97M-V/def2-TZVPD

Geometry as XYZ:
```
140
Properties=species:S:1:pos:R:3:forces:R:3
Mn 2.2962 3.1225 0.6917 0.2 -1.2 -0.2
Mn -1.5136 3.7293 1.1349 1.2 -2.7 0.1
C -0.2609 0.0452 0.3013 -0.5 -0.3 -0.3
C 0.2247 1.3634 -0.2621 2.5 0.1 0.2
C -0.2780 1.6264 -1.6737 -1.5 0.2 1.3
O 0.1529 2.4683 0.6822 -1.5 1.9 0.2
H 0.0611 -0.7682 -0.3552 -0.2 0.2 -0.3
H -1.3529 0.0636 0.3266 0.0 -0.2 0.1
H 0.1221 -0.2904 1.2646 0.1 0.7 0.2
H 1.3184 1.2913 -0.3563 -0.1 -0.7 -0.3
H -1.3662 1.6578 -1.5623 0.0 -0.3 -0.4
H -0.0268 0.7919 -2.3225 0.2 0.2 -0.2
H -0.0290 2.6022 -2.0879 0.6 -0.1 -0.1
C 4.7904 1.0238 -2.6896 -0.5 0.2 1.7
F 5.7898 0.2353 -2.9695 0.3 -0.1 -0.3
F 4.9098 2.1983 -3.2912 0.1 0.2 -0.4
F 3.6426 0.4538 -3.0567 -0.2 0.0 -0.3
S 4.7359 1.2869 -0.8217 1.4 -0.8 1.2
O 3.4492 2.0309 -0.5937 -0.2 0.3 -0.7
O 4.6701 -0.0462 -0.2600 -0.5 0.6 -0.4
O 5.8948 2.0621 -0.4303 -1.0 -0.1 -0.7
C -3.5646 1.0895 3.9950 0.4 -1.1 0.4
C -2.7147 1.5256 2.7930 -2.2 -0.3 0.7
C -3.6474 1.6315 1.5747 0.7 0.2 0.5
O -2.9069 2.2433 0.5026 0.1 1.0 -0.5
C -3.6323 2.3035 -0.7528 -0.7 -0.4 0.3
N -2.1480 2.8753 3.0672 0.7 0.3 1.0
H -4.3415 1.7725 4.3388 0.0 0.1 -0.3
H -2.9286 0.8372 4.8506 0.2 0.5 0.0
H -3.9704 0.0882 3.8089 -0.4 0.2 -0.4
H -1.9700 0.7329 2.7470 0.5 0.5 -0.7
H -4.4786 2.2940 1.8361 -0.2 -0.2 -0.1
H -4.0156 0.6591 1.2507 0.0 0.0 0.1
H -4.5776 2.8411 -0.6489 0.1 0.1 0.3
H -3.8656 1.2715 -1.0126 0.1 0.1 -0.4
H -3.0367 2.8068 -1.5077 0.2 -0.2 0.0
H -1.4932 2.7052 3.8422 0.7 0.1 -0.7
H -2.8129 3.3974 3.6498 -0.5 0.0 -0.7
C 2.3409 4.1336 -3.1622 0.0 -0.4 0.5
C 2.8610 4.7886 -1.8810 0.3 1.0 -2.2
C 3.0510 6.2929 -2.2456 0.1 -1.3 0.7
O 3.4029 6.9137 -1.0257 -1.2 0.4 0.1
C 3.0838 8.2945 -0.9244 0.4 0.8 -0.4
N 1.8958 4.6638 -0.7576 0.1 1.2 0.6
H 2.7949 4.5839 -4.0437 0.3 -0.2 0.0
H 1.2700 4.3282 -3.2749 -0.1 -0.1 0.1
H 2.5400 3.0628 -3.1284 -0.2 0.0 -0.3
H 3.8381 4.3975 -1.6090 -0.1 -0.2 0.3
H 2.1095 6.5848 -2.7274 -0.1 0.7 0.5
H 3.8275 6.4195 -2.9994 0.2 -0.1 0.0
H 2.0828 8.5930 -1.2525 -0.2 -0.6 -0.1
H 3.7761 8.8664 -1.5453 0.1 0.1 0.1
H 3.1746 8.6366 0.1036 0.3 -0.3 0.1
H 1.9258 5.6311 -0.3976 0.2 -0.3 0.5
H 0.9353 4.5943 -1.0879 0.2 -0.4 -0.5
C -7.0269 -0.9955 2.3071 0.8 -0.9 0.2
C -6.5069 -2.4141 1.9772 -0.1 0.3 -0.3
C -5.2833 -2.9447 2.7130 0.4 0.6 -0.1
O -4.1577 -2.0571 2.6551 0.2 0.5 0.6
C -3.4945 -2.0053 1.4154 -0.5 0.1 -0.1
N -7.6019 -3.3141 2.2910 -0.4 -0.2 -0.3
H -7.8327 -0.8267 1.5955 0.0 0.4 0.1
H -6.2249 -0.2622 2.2022 -0.2 0.1 -0.1
H -7.4165 -0.9630 3.3242 0.0 0.1 0.0
H -6.2113 -2.3603 0.9155 -0.4 -0.3 -0.1
H -4.9542 -3.8881 2.2674 -0.3 -0.2 0.1
H -5.5437 -3.0819 3.7612 0.2 0.0 0.0
H -2.8231 -1.1460 1.3778 0.1 0.0 0.4
H -4.2484 -1.8170 0.6444 0.3 -0.4 -0.4
H -2.8764 -2.8853 1.2240 -0.2 -0.2 -0.1
H -8.4814 -2.8901 2.0236 -0.1 -0.1 0.1
H -7.5806 -4.2167 1.8289 0.3 0.1 0.0
C 1.3272 1.2323 3.6817 0.0 -0.3 -0.3
C 2.7885 1.6242 3.5779 0.3 -1.2 0.2
C 3.7035 0.5349 4.1901 -1.3 -0.2 0.6
O 5.0212 0.7668 3.8222 0.4 0.1 0.3
C 5.9276 0.0180 4.6522 0.6 0.6 -1.0
N 3.2366 1.7924 2.1666 0.5 0.5 0.8
H 1.1192 0.9473 4.7131 -0.3 0.3 0.0
H 1.0685 0.3557 3.0859 0.4 -0.2 0.0
H 0.6747 2.0141 3.2798 0.0 0.2 0.4
H 2.9664 2.5327 4.1562 0.1 0.3 -0.4
H 3.3460 -0.4669 3.8915 0.1 0.1 -0.4
H 3.5585 0.5204 5.2817 0.2 0.3 0.0
H 6.9113 0.0736 4.1848 -0.2 -0.2 -0.3
H 5.5896 -1.0157 4.6563 0.1 -0.1 0.6
H 6.0831 0.5200 5.6073 -0.6 -0.4 0.3
H 4.2423 1.9504 2.3378 -0.1 0.4 -0.6
H 3.3266 0.8580 1.7481 -0.5 0.1 -0.2
C -2.1978 2.0897 -4.7064 -0.1 0.4 0.3
C -1.2672 2.3679 -5.8823 0.1 0.3 -0.7
C -0.1124 1.3829 -5.8983 0.7 -0.1 -0.7
O -0.6032 0.0728 -6.0246 -0.6 0.0 0.8
C 0.3627 -0.9617 -6.0218 0.2 0.6 -0.5
N -1.9192 2.3352 -7.2118 -0.8 -1.0 0.6
H -2.6564 2.9908 -4.2849 -0.1 0.1 -0.4
H -1.6384 1.6683 -3.8724 -0.1 -0.4 -0.1
H -2.9923 1.4201 -5.0330 0.1 -0.2 0.3
H -0.8262 3.3672 -5.8347 0.1 0.0 0.4
H 0.5314 1.4865 -5.0130 -0.2 0.0 0.2
H 0.5337 1.5969 -6.7602 0.0 0.2 0.0
H 1.2025 -0.7638 -5.3451 -0.2 0.0 0.2
H 0.7943 -1.0237 -7.0259 0.0 -0.4 0.0
H -0.1651 -1.8643 -5.7290 0.2 -0.2 -0.2
H -2.8631 2.7214 -7.1458 0.4 0.6 0.1
H -2.1897 1.3526 -7.3325 0.5 0.0 -0.4
C 1.3615 -4.3475 -1.5493 -1.2 -0.5 1.2
C 2.6165 -4.8386 -2.2150 0.0 0.7 -1.0
C 2.4655 -6.3199 -2.5682 1.1 -0.9 -0.5
O 1.8019 -6.4545 -3.8120 -0.5 0.2 0.5
C 1.8535 -7.7488 -4.3560 -0.4 -0.3 -0.5
N 2.9450 -4.0571 -3.4473 -0.7 -0.4 0.0
H 1.2449 -3.2704 -1.4116 0.5 0.1 -0.1
H 1.3124 -4.8231 -0.5594 0.1 0.3 0.1
H 0.4224 -4.6992 -1.9912 0.3 0.0 -0.6
H 3.4632 -4.6750 -1.5454 -0.1 -0.4 0.2
H 1.9904 -6.9297 -1.7887 -0.3 0.4 0.1
H 3.4409 -6.8135 -2.7091 0.2 0.4 0.2
H 2.8794 -8.1117 -4.4647 0.0 0.1 0.0
H 1.3631 -7.6748 -5.3274 0.3 0.0 -0.1
H 1.2755 -8.5103 -3.8192 0.1 0.2 0.5
H 2.6083 -4.6303 -4.2181 0.3 -0.1 -0.1
H 2.3021 -3.2710 -3.5070 0.3 0.2 0.3
C -1.2475 -1.6846 4.6706 -0.7 0.6 0.1
C -0.1640 -2.7314 4.8053 -0.7 -0.2 -0.9
C -0.7146 -4.0802 4.2922 1.6 -0.2 0.2
O -0.8754 -3.9792 2.8844 -0.7 -0.1 1.1
C -0.7341 -5.1839 2.1628 1.0 0.6 -0.9
N 0.9836 -2.2970 4.0286 1.2 -0.3 -0.7
H -1.4968 -1.4529 3.6282 0.5 -0.3 -0.2
H -0.9691 -0.7321 5.1308 0.0 -0.1 0.2
H -2.2125 -2.0413 5.0404 0.2 0.1 0.4
H 0.2153 -2.8644 5.8199 -0.5 0.1 0.2
H -1.5836 -4.4515 4.8363 -0.3 0.2 -0.2
H 0.1073 -4.7743 4.5165 -0.1 -0.4 -0.2
H -1.4623 -5.9814 2.3207 -0.3 0.4 0.2
H 0.2695 -5.6112 2.2943 -0.1 0.0 0.3
H -0.7304 -4.7778 1.1461 -0.4 -0.8 -0.2
H 1.7702 -2.9273 4.1966 0.0 0.2 0.4
H 0.8421 -2.4913 3.0361 -0.6 0.2 0.1
```
Positions in Å, forces in eV/Å.

Computed properties:
Spin multiplicity: 11
Charge: +2
E_LUMO (spin up / spin down): -7.7810 / -7.9105 eV
HOMO (spin up / spin down): -12.15 / -12.15 eV
HOMO-LUMO gap (spin up / spin down): 4.369 / 4.239 eV